{
  "formula": "C5H10O3",
  "method": "ωB97M-V/def2-TZVPD",
  "species": ["H", "H", "O", "H", "O", "H", "H", "H", "C", "H", "C", "C", "H", "H", "O", "C", "H", "C"],
  "coordinates": [[0.4329, -2.5266, 0.1799], [2.1837, -0.2722, 0.8149], [-2.4493, -1.1228, -0.3953], [-1.2387, -3.1429, 0.3791], [-0.4679, -0.5308, -1.2381], [2.5619, 1.3845, 0.2774], [0.7095, 3.0512, 0.0498], [1.9501, 0.1920, -0.8745], [-0.5862, -2.2758, 0.4553], [0.1234, 2.1165, -1.3345], [0.4646, 0.9601, 0.4177], [0.0482, 2.2408, -0.2556], [-2.7559, -0.5121, -1.0839], [-0.9732, 2.4978, 0.0150], [-0.1996, 0.4825, 1.3512], [1.8863, 0.5395, 0.1562], [-0.5726, -1.9135, 1.4831], [-1.1169, -1.1682, -0.3978]],
  "forces_ev_per_angstrom": [[-0.02, 0.08, -0.16], [-0.05, 0.01, 0.08], [-0.38, 0.13, 0.46], [0.00, 0.03, 0.01], [-1.13, -0.96, 1.34], [-0.03, 0.08, 0.03], [0.11, -0.06, 0.04], [0.14, 0.06, -0.06], [0.05, 0.45, 0.54], [0.03, 0.13, -0.09], [-0.09, 0.68, 2.95], [-0.46, -0.40, -0.37], [0.29, 0.08, 0.12], [-0.02, -0.04, 0.00], [1.04, 0.75, -1.51], [-0.22, -0.54, -0.36], [-0.07, -0.14, 0.07], [0.82, -0.34, -3.09]],
  "total_charge": 0
}

***

{
  "formula": "C2H5NO2",
  "method": "ωB97M-V/def2-TZVPD",
  "species": ["H", "H", "N", "O", "O", "H", "H", "C", "C", "H"],
  "coordinates": [[1.8680, -0.3207, -1.1034], [1.6183, -0.9025, 0.5346], [-1.9346, 0.2212, -0.1363], [0.4277, 0.6032, -0.0428], [-3.0203, -0.3506, 0.1530], [2.5440, 0.5271, 0.1507], [-0.4156, -0.8565, 0.8615], [-0.7331, -0.0542, 0.1869], [1.6788, -0.0723, -0.1472], [-2.0332, 1.2053, -0.4571]],
  "forces_ev_per_angstrom": [[0.32, -1.34, -3.36], [0.34, -0.79, 0.03], [0.72, 2.95, -0.28], [-0.83, 2.99, -1.19], [-0.65, -1.02, 0.37], [-0.71, 0.57, 0.35], [-1.54, -0.66, -0.38], [3.24, -2.75, 1.96], [-0.95, 0.52, 3.16], [0.07, -0.47, -0.66]],
  "total_charge": 0
}

***

{
  "formula": "C7H7NO4",
  "method": "ωB97M-V/def2-TZVPD",
  "species": ["C", "C", "H", "O", "N", "O", "H", "H", "O", "H", "H", "C", "H", "C", "C", "O", "C", "H", "C"],
  "coordinates": [[-0.5051, -0.2292, -0.3249], [1.3483, 1.1868, -0.3845], [-0.7221, 2.0203, -0.7176], [-2.3249, -1.3829, -1.3319], [-2.9682, -0.0712, 0.3142], [2.5814, -1.9861, 0.4270], [2.5470, 2.1546, -0.1414], [-3.7828, 0.0226, 0.0350], [1.7546, 2.4805, -0.5318], [-0.2216, -2.2891, -0.1871], [-2.5156, 1.1510, 2.0943], [0.2990, -1.3255, 0.0478], [2.0144, -2.9016, 0.6798], [-0.0574, 1.0728, -0.4822], [2.1589, 0.1757, -0.0618], [-2.7153, 1.1749, 0.9080], [1.6395, -1.0496, 0.1340], [3.4451, 0.4666, 0.0372], [-1.9753, -0.6707, -0.5140]],
  "forces_ev_per_angstrom": [[-1.80, -0.33, 0.78], [-5.05, 2.25, -0.99], [1.54, -2.35, 0.57], [-1.64, -4.78, -4.53], [10.29, -0.48, 4.44], [-2.50, -4.46, 1.20], [2.88, 2.29, 0.49], [-9.67, 0.19, -3.92], [0.56, -1.08, 0.11], [1.17, 0.49, 0.91], [-0.98, -0.67, -5.39], [-1.31, 0.53, -1.78], [2.52, 3.63, -1.06], [-0.74, 0.11, -0.47], [5.32, 2.12, 0.18], [1.44, 0.53, 4.82], [0.81, -2.68, 0.73], [-4.11, -1.36, -0.24], [1.27, 6.06, 4.16]],
  "total_charge": 0
}

***

{
  "formula": "C18H43F6NNiO6S2Si2",
  "method": "ωB97M-V/def2-TZVPD",
  "species": ["O", "H", "H", "C", "H", "H", "H", "O", "H", "H", "C", "H", "C", "H", "C", "H", "H", "C", "H", "F", "H", "H", "H", "H", "H", "C", "C", "H", "H", "F", "F", "H", "H", "Ni", "H", "O", "C", "H", "C", "H", "O", "H", "Si", "O", "H", "Si", "H", "H", "H", "H", "C", "H", "F", "H", "C", "H", "F", "F", "H", "H", "H", "C", "S", "C", "O", "H", "S", "N", "H", "H", "H", "C", "C", "C", "C", "H", "H", "C", "H"],
  "coordinates": [[3.0740, -0.2922, -0.0281], [-3.9263, 3.2987, -3.4870], [-0.5666, 0.3605, -4.4100], [0.0095, 0.2893, -0.9449], [3.5113, -3.1477, 1.6468], [-2.6064, 1.2724, -2.7863], [-2.5683, 4.3355, -3.0200], [-2.4288, 1.7474, -0.3217], [0.2991, 4.4097, -1.0561], [-3.2074, 4.0596, 0.7421], [0.9071, 3.8128, -1.7480], [-0.6261, 2.4479, 0.4126], [1.6152, -2.1257, -2.3259], [-0.6275, -2.3901, 1.1371], [-3.8472, 0.7932, 1.4840], [-1.8442, 2.1387, 1.6544], [-1.5906, 4.5644, 1.2871], [-1.5142, -1.8906, -2.3825], [1.6056, -6.4702, 1.2729], [4.7658, -0.4444, 2.4557], [-1.8524, 2.1609, -4.1354], [-1.6739, -2.3298, -3.3771], [-3.1674, 0.5762, 2.3151], [2.5813, -2.4263, 2.9841], [-3.4207, 3.3565, -1.7915], [-2.1391, 2.2209, -3.0739], [-3.1328, 0.5998, 0.1682], [1.1354, 0.6670, -3.9780], [-0.9392, -4.8272, 2.7647], [0.1680, 0.2996, 5.5308], [1.1125, -1.4685, 4.6318], [3.1921, -4.0896, 3.1204], [2.5188, -1.6516, -1.9047], [1.4266, -1.3707, 0.3251], [-0.7452, 1.2340, -1.3286], [-0.6064, -0.0860, 2.5938], [-3.0612, 3.3778, -2.8242], [-0.4572, 4.0057, -3.3955], [0.0613, 3.2117, -2.8373], [0.9445, 0.8245, -0.7580], [-0.9351, 2.3394, -2.2736], [0.6798, -0.8508, -4.7661], [0.1180, -0.9676, -2.3747], [2.3594, 2.0094, 0.6480], [-1.5395, -2.7004, -1.6469], [1.1762, -4.0659, 1.7072], [-3.8364, 0.3547, -0.6382], [1.8166, -2.3462, -3.3846], [-0.4688, -0.0388, -0.0101], [1.6441, 4.4833, -2.2033], [4.4320, 0.7841, 2.0093], [1.4634, 3.0705, -1.1644], [4.3033, 1.6222, 3.0554], [-4.2691, 1.7973, 1.5807], [0.3531, -0.1004, -4.0313], [-0.1622, -3.3040, -0.3078], [5.3952, 1.2386, 1.1849], [2.3054, 0.3254, 5.0456], [-1.9127, 4.3822, -0.4482], [-0.0315, -3.7557, 3.8566], [-4.6600, 0.0672, 1.5316], [1.0965, -0.1088, 4.6439], [2.7964, 0.6987, 1.0465], [0.2369, -2.8454, 0.6123], [0.7934, 1.9623, 2.9734], [1.4169, -3.0749, -1.8143], [0.6556, 0.5328, 2.9376], [1.8083, -0.1964, 1.9690], [0.4744, -5.4490, 3.6492], [2.6463, -5.4560, 0.2463], [0.9306, -5.6828, -0.1737], [2.7630, -3.3542, 2.4242], [-1.6979, 2.5461, 0.6437], [1.6338, -5.5581, 0.6602], [0.0649, -4.5727, 3.1287], [-2.3545, -1.2167, -2.1676], [0.6816, 2.6423, -3.5452], [-2.1329, 3.9756, 0.5422], [-2.4235, -0.2415, 0.2414]],
  "forces_ev_per_angstrom": [[0.76, 1.31, 0.71], [0.01, 0.09, -0.03], [0.20, -0.03, 0.10], [-0.67, 0.54, -0.63], [-0.05, -0.03, 0.12], [0.15, 0.16, -0.03], [-0.09, -0.10, 0.02], [-0.56, 0.25, 1.05], [0.12, -0.17, -0.14], [0.16, 0.09, -0.08], [0.26, 0.26, 0.33], [-0.22, 0.04, 0.09], [-0.03, -0.17, -0.04], [0.30, -0.36, -0.03], [-0.01, -0.31, 0.24], [0.05, 0.24, -0.30], [-0.05, 0.06, -0.05], [-0.02, -0.26, -0.31], [0.08, 0.13, -0.20], [-0.40, 1.15, -0.47], [-0.04, -0.02, 0.21], [-0.09, 0.01, 0.19], [-0.24, 0.23, -0.03], [0.13, -0.33, -0.15], [0.12, 0.04, -0.26], [0.79, -0.06, 0.10], [0.56, 0.19, -0.51], [-0.12, -0.17, -0.04], [0.20, 0.04, 0.08], [0.70, -0.22, -0.86], [-0.07, 1.28, -0.04], [0.00, 0.16, -0.16], [-0.21, -0.22, -0.27], [-0.84, -0.74, -0.84], [2.04, -2.72, 0.86], [1.10, 0.46, 0.68], [-0.50, 0.19, 0.08], [0.20, -0.15, 0.06], [-0.40, -0.23, -0.18], [-0.21, 0.05, -0.07], [-0.58, 1.57, -1.64], [-0.11, 0.19, 0.11], [-0.36, 0.68, 0.48], [0.94, -0.94, 0.72], [-0.05, 0.16, -0.12], [-0.68, 0.14, -0.38], [0.05, 0.07, 0.16], [0.18, -0.07, 0.30], [0.27, -0.11, -0.07], [-0.08, -0.06, 0.04], [0.34, 0.16, 0.16], [-0.25, 0.11, -0.22], [0.03, -0.72, -0.88], [0.04, -0.12, -0.01], [-0.04, 0.01, -0.07], [0.32, 0.06, 0.42], [-0.78, -0.37, 0.65], [-0.86, -0.21, -0.47], [-0.11, -0.04, 0.14], [-0.03, -0.17, -0.15], [-0.06, 0.04, 0.12], [0.16, -0.74, 0.68], [0.07, -0.23, -0.16], [-0.56, -0.12, 0.48], [0.00, -0.86, 0.33], [0.17, 0.17, -0.13], [-0.55, -0.08, -1.08], [-0.24, 1.53, 0.81], [-0.11, 0.16, -0.01], [-0.21, -0.07, 0.03], [0.15, -0.03, 0.18], [0.04, 0.14, 0.16], [0.03, -1.08, -0.23], [0.08, -0.18, 0.00], [0.01, -0.14, 0.20], [0.22, -0.08, -0.08], [-0.17, 0.14, 0.08], [-0.10, 0.33, 0.20], [-0.25, 0.06, 0.07]],
  "total_charge": 0,
  "s_squared": 2.007,
  "multiplicity": 3
}

***

Energy relative to the best compared isomer or geometry (same formula, charge and spin), respectively: 0.4321 4.5749 4.4945 0.0000 eV.